No. 1
Entry from the Open Molecules 2025 dataset: a molecular structure, C31H50ClPTeTl in a non-equilibrium geometry (wB97M-V/def2-TZVPD).

Last column: Mulliken charge in e.
Element x y z (Å)
Tl 1.961 1.528 3.333  0.872
Cl 0.408 -0.348 2.170  -0.379
P -1.012 -0.884 -0.113  -0.134
C 1.269 1.620 5.202  -1.172
H 0.783 2.548 5.593  0.146
H 1.191 0.731 5.872  0.161
C -1.435 -0.629 -1.950  0.139
C -2.651 -1.028 0.797  -0.056
C -2.183 0.701 -2.133  -0.854
H -0.422 -0.511 -2.383  0.458
C -2.288 1.071 -3.622  -0.824
H -3.196 0.621 -1.710  0.173
H -1.671 1.504 -1.583  0.277
C -2.865 -0.064 -4.478  -0.693
H -2.906 1.970 -3.727  0.393
H -1.283 1.323 -3.987  0.343
C -2.206 -1.424 -4.206  -1.051
H -3.944 -0.144 -4.289  0.313
H -2.749 0.185 -5.539  0.382
C -2.125 -1.761 -2.711  -0.170
H -2.758 -2.218 -4.725  0.387
H -1.186 -1.419 -4.616  0.384
H -3.140 -1.912 -2.324  0.100
H -1.591 -2.710 -2.582  -0.035
C -0.255 -2.603 -0.046  0.413
C -3.838 -1.637 0.054  -0.508
H -2.391 -1.676 1.653  0.779
C -5.019 -1.798 1.019  -1.058
H -4.137 -0.972 -0.769  0.262
H -3.590 -2.614 -0.382  0.181
C -5.413 -0.476 1.688  -0.686
H -5.875 -2.216 0.476  0.393
H -4.738 -2.525 1.793  0.360
C -4.220 0.260 2.304  -0.837
H -5.885 0.175 0.940  0.292
H -6.166 -0.668 2.459  0.401
C -3.040 0.362 1.328  0.003
H -4.518 1.266 2.620  0.377
H -3.883 -0.278 3.201  0.373
H -3.322 1.006 0.481  0.152
H -2.178 0.835 1.816  -0.250
C 0.859 -2.735 -1.095  -0.732
H 0.227 -2.575 0.946  0.804
C 1.639 -4.039 -0.891  -0.795
H 0.423 -2.725 -2.106  0.118
H 1.541 -1.874 -1.029  -0.068
C 0.722 -5.266 -0.823  -0.687
H 2.366 -4.159 -1.703  0.407
H 2.208 -3.960 0.045  0.338
C -0.439 -5.094 0.164  -1.030
H 0.316 -5.466 -1.823  0.290
H 1.310 -6.147 -0.540  0.354
C -1.216 -3.790 -0.054  -0.449
H -1.128 -5.943 0.088  0.394
H -0.043 -5.087 1.189  0.403
H -1.749 -3.840 -1.015  0.005
H -1.976 -3.682 0.733  0.267
C 3.190 0.875 -0.586  -0.772
C 3.260 1.364 0.620  1.313
H 2.237 0.893 -1.131  0.305
C 4.471 1.256 1.503  -0.874
H 2.396 1.955 0.977  -0.089
C 5.749 0.912 0.700  -0.991
H 4.643 2.182 2.076  0.339
H 4.333 0.451 2.252  0.295
C 5.493 -0.120 -0.397  -0.625
H 6.127 1.833 0.240  0.328
H 6.532 0.551 1.378  0.357
C 4.371 0.335 -1.344  -0.887
H 6.412 -0.302 -0.963  0.335
H 5.206 -1.072 0.064  0.274
H 4.789 1.108 -2.012  0.315
H 4.067 -0.496 -1.994  0.279
Te 0.068 3.168 1.795  -0.047
C 1.267 4.856 1.651  0.276
C 2.014 5.069 0.469  -0.453
C 2.984 6.078 0.463  -0.489
C 3.167 6.891 1.592  -0.407
C 2.422 6.667 2.760  -0.423
C 1.446 5.665 2.797  -0.517
H 1.830 4.416 -0.384  0.365
H 3.598 6.228 -0.426  0.341
H 3.897 7.702 1.561  0.334
H 2.602 7.273 3.648  0.339
H 0.839 5.453 3.677  0.355

As for the LUMO energy (spin up / spin down): 2.00 / 1.99 eV. Its net charge is -1. The energy relative to the best compared isomer or geometry (same formula, charge and spin) is 0.482 eV. Its highest occupied orbital energy (spin up / spin down) is -3.6 / -3.6 eV. The total energy comes out at -66754.5743 eV. The calculation puts the HOMO-LUMO gap (spin up / spin down) at 5.6 / 5.6 eV.

***

No. 2
Entry from the Open Molecules 2025 dataset: a molecular structure, C39H59Cl3GeInN9OP in a non-equilibrium geometry (wB97M-V/def2-TZVPD).

Last column: Mulliken charge in e.
Element x y z (Å)
In 0.031 0.074 0.010  2.700
C 5.631 -1.193 -3.963  -1.551
C 6.188 -1.357 -2.576  0.565
C 7.539 -1.606 -2.373  -0.749
C 8.063 -1.768 -1.099  -0.768
C 7.225 -1.713 0.001  -1.085
C 5.870 -1.484 -0.174  -0.206
C 5.357 -1.278 -1.452  0.635
N 3.970 -1.078 -1.688  0.352
C 3.021 -0.507 -0.910  0.410
N 3.479 0.351 0.023  0.063
C 2.872 1.107 1.036  0.362
C 1.505 1.226 1.259  -0.415
C 1.010 2.043 2.264  -0.750
C 1.877 2.735 3.088  -1.268
C 3.243 2.611 2.886  -1.116
C 3.759 1.814 1.880  1.122
C 5.251 1.729 1.682  -1.496
N 1.745 -0.731 -1.157  -0.129
C 1.430 -1.676 -2.190  -0.206
C 1.000 -1.187 -3.421  -0.344
C 0.658 -2.061 -4.439  -1.241
C 0.754 -3.428 -4.230  -1.020
C 1.191 -3.914 -3.007  -0.949
C 1.536 -3.057 -1.966  1.371
C 1.987 -3.593 -0.634  -1.261
H 6.430 -1.244 -4.698  0.434
H 5.125 -0.233 -4.081  0.349
H 4.916 -1.987 -4.206  0.318
H 8.194 -1.679 -3.232  0.402
H 9.121 -1.954 -0.968  0.414
H 7.617 -1.872 0.997  0.455
H 5.207 -1.518 0.682  0.814
H 3.623 -1.486 -2.544  0.080
H 4.477 0.492 -0.033  -0.053
H -0.054 2.152 2.415  0.557
H 1.491 3.372 3.873  0.556
H 3.930 3.156 3.522  0.409
H 5.755 2.317 2.444  0.441
H 5.552 2.133 0.711  0.401
H 5.617 0.703 1.764  0.298
H 0.974 -0.114 -3.569  0.595
H 0.336 -1.674 -5.398  0.604
H 0.499 -4.118 -5.023  0.499
H 1.273 -4.984 -2.858  0.493
H 1.741 -4.649 -0.540  0.464
H 1.511 -3.048 0.186  0.061
H 3.068 -3.496 -0.512  0.289
O -0.632 -1.279 1.611  -0.275
P -1.641 -1.468 2.724  -1.353
N -0.880 -1.206 4.144  0.641
C 0.484 -0.678 4.319  0.470
C 0.435 -0.048 5.706  -0.814
C -0.504 -0.991 6.466  -0.799
C -1.584 -1.317 5.435  -0.338
N -2.969 -0.465 2.629  0.169
C -3.836 -0.549 1.443  0.785
C -4.831 0.593 1.668  -0.930
C -4.045 1.635 2.500  -0.903
C -2.689 0.968 2.756  0.596
N -2.302 -2.973 2.664  0.712
C -1.369 -4.112 2.798  -0.179
C -2.303 -5.307 2.905  -0.708
C -3.434 -4.752 3.775  -0.769
C -3.621 -3.330 3.243  -0.606
H 0.740 0.023 3.528  -0.485
H 1.210 -1.496 4.303  0.218
H 0.006 0.956 5.658  0.279
H 1.422 0.017 6.157  0.465
H -0.924 -0.545 7.364  0.390
H 0.035 -1.896 6.751  0.352
H -2.406 -0.596 5.487  0.285
H -2.002 -2.317 5.572  0.096
H -4.315 -1.523 1.368  0.099
H -3.248 -0.367 0.527  -0.607
H -5.685 0.224 2.233  0.348
H -5.191 1.001 0.726  0.395
H -4.555 1.839 3.439  0.289
H -3.922 2.577 1.968  0.396
H -2.247 1.204 3.724  0.487
H -1.985 1.274 1.958  -1.170
H -0.766 -4.022 3.710  0.440
H -0.690 -4.150 1.944  -0.154
H -1.812 -6.173 3.344  0.443
H -2.684 -5.581 1.918  0.255
H -3.123 -4.739 4.821  0.314
H -4.351 -5.332 3.699  0.421
H -3.936 -2.625 4.012  0.342
H -4.377 -3.325 2.453  0.371
C -1.600 -3.168 -0.629  -0.088
N -2.472 -2.611 -1.646  0.299
C -3.789 -3.232 -1.696  -1.158
C -2.227 -1.397 -2.179  -0.209
N -1.405 -0.522 -1.612  0.420
N -2.840 -1.104 -3.350  0.248
C -2.886 0.261 -3.850  -0.907
C -3.113 -2.129 -4.355  -1.320
H -1.613 -4.255 -0.723  0.612
H -1.928 -2.895 0.374  0.286
H -0.582 -2.821 -0.780  -1.247
H -4.190 -3.299 -0.681  0.249
H -3.722 -4.241 -2.107  0.316
H -4.481 -2.647 -2.294  0.430
H -1.194 0.223 -2.267  -0.367
H -3.149 0.951 -3.052  0.191
H -3.656 0.318 -4.616  0.414
H -1.938 0.572 -4.305  0.303
H -2.762 -3.100 -4.022  0.407
H -2.583 -1.874 -5.275  0.451
H -4.179 -2.183 -4.581  0.356
Cl -0.193 2.596 -2.508  -0.233
Ge -1.209 2.596 -0.566  1.197
Cl -0.519 4.350 0.460  -0.252
Cl -3.308 2.866 -0.983  -0.271

As for the LUMO energy (spin up / spin down): -4.86 / -8.45 eV. Its net charge is +2. Its spin multiplicity is 2. The expectation value of S² is 0.765. The energy relative to the best compared isomer or geometry (same formula, charge and spin) is 0.862 eV. Its highest occupied orbital energy (spin up / spin down) is -13.0 / -13.0 eV. The total energy comes out at -165399.4318 eV. The calculation puts the HOMO-LUMO gap (spin up / spin down) at 8.1 / 4.5 eV.

***

No. 3
Entry from the Open Molecules 2025 dataset: a molecular structure, C43H48CaF3N8O3P2S2 in a non-equilibrium geometry (wB97M-V/def2-TZVPD).

Last column: Mulliken charge in e.
Element x y z (Å)
Ca 0.865 -0.933 0.175  1.628
N -0.598 -2.247 1.799  -0.093
C -2.069 -2.235 1.758  -1.183
C -2.578 -0.886 1.275  -0.098
N -1.970 -0.498 0.003  0.739
C -2.524 -1.197 -1.161  -0.742
C -1.642 -2.343 -1.633  -0.949
N -0.278 -1.831 -1.793  -0.564
H -0.229 -3.189 1.714  0.214
H -0.287 -1.947 2.722  -0.245
H -2.501 -2.452 2.738  0.558
H -2.405 -3.027 1.088  0.288
H -2.336 -0.121 2.016  -0.209
H -3.673 -0.931 1.200  0.432
H -2.034 0.502 -0.136  -0.364
H -2.611 -0.477 -1.977  0.320
H -3.534 -1.571 -0.953  0.325
H -2.049 -2.746 -2.565  0.486
H -1.616 -3.161 -0.913  0.428
H -0.293 -1.048 -2.441  -0.025
H 0.348 -2.528 -2.191  0.257
N 0.879 1.447 3.371  0.093
P 2.065 0.296 2.924  1.086
C 3.578 1.033 3.615  0.358
C 4.228 0.541 4.742  -0.414
C 5.355 1.187 5.234  -0.785
C 5.831 2.332 4.615  -0.610
C 5.179 2.839 3.498  -0.927
C 4.062 2.189 2.999  -0.326
C 1.764 -1.148 3.990  0.046
C 0.739 -1.195 4.930  -0.325
C 0.484 -2.370 5.628  -0.502
C 1.252 -3.501 5.391  -0.576
C 2.278 -3.458 4.453  -0.763
C 2.529 -2.290 3.752  -0.460
P -0.178 1.829 2.089  0.709
C -1.722 2.311 2.912  0.410
C -2.712 2.913 2.132  -0.537
C -3.938 3.242 2.684  -0.628
C -4.192 2.973 4.025  -0.605
C -3.215 2.378 4.805  -0.658
C -1.983 2.046 4.251  -0.430
C 0.345 3.441 1.427  0.166
C 0.668 4.529 2.242  -0.684
C 1.046 5.735 1.680  -0.814
C 1.072 5.880 0.295  -0.734
C 0.723 4.818 -0.522  -0.774
C 0.367 3.599 0.046  0.286
H 1.135 2.159 4.047  0.469
H 3.866 -0.350 5.239  0.403
H 5.857 0.794 6.108  0.433
H 6.707 2.834 5.004  0.396
H 5.540 3.737 3.015  0.461
H 3.552 2.599 2.135  0.320
H 0.138 -0.313 5.114  0.336
H -0.312 -2.399 6.361  0.432
H 1.052 -4.415 5.934  0.409
H 2.876 -4.340 4.261  0.459
H 3.317 -2.276 3.008  0.468
H -2.519 3.144 1.089  0.450
H -4.696 3.715 2.073  0.461
H -5.148 3.234 4.459  0.398
H -3.404 2.172 5.851  0.444
H -1.224 1.583 4.870  0.224
H 0.614 4.438 3.322  0.384
H 1.304 6.572 2.316  0.440
H 1.354 6.830 -0.141  0.407
H 0.724 4.932 -1.599  0.529
H 0.088 2.772 -0.598  0.293
F 4.574 -3.870 1.389  -0.172
C 4.379 -3.793 0.071  0.361
F 4.152 -5.009 -0.404  -0.191
F 5.468 -3.291 -0.497  -0.189
S 2.944 -2.709 -0.291  1.292
O 3.331 -1.363 0.138  -0.551
O 2.687 -2.844 -1.700  -0.603
O 1.837 -3.167 0.559  -0.611
S -3.056 5.033 -5.187  -0.116
C -2.483 3.813 -4.031  0.339
C -1.260 3.188 -4.225  -0.837
C -0.821 2.264 -3.287  0.010
N -1.520 1.923 -2.205  0.411
C -2.695 2.533 -2.031  -0.133
C -3.212 3.481 -2.894  -1.248
C -4.661 4.362 -5.557  0.081
C -5.803 4.897 -4.980  -0.004
C -7.033 4.342 -5.308  -0.384
N -7.180 3.322 -6.147  -0.553
C -6.078 2.828 -6.706  -0.370
C -4.803 3.311 -6.451  -0.185
H -0.656 3.413 -5.093  0.531
H 0.139 1.776 -3.412  0.119
H -3.260 2.257 -1.145  0.405
H -4.165 3.949 -2.688  0.432
H -5.740 5.736 -4.300  0.437
H -7.942 4.739 -4.870  0.357
H -6.218 2.006 -7.399  0.354
H -3.940 2.879 -6.941  0.403
C 3.533 1.541 -0.409  -0.560
C 3.054 0.988 -1.699  -0.122
N 1.913 0.360 -1.936  1.110
C 2.034 -0.122 -3.232  -0.682
C 3.206 0.266 -3.782  -1.018
N 3.845 0.976 -2.793  -0.016
H 2.700 1.777 0.239  -0.647
H 4.105 2.459 -0.556  0.646
H 4.167 0.809 0.095  0.321
H 1.265 -0.710 -3.702  0.505
H 3.643 0.092 -4.749  0.451
H 4.770 1.368 -2.839  0.213

As for the LUMO energy: -1.77 eV. Its net charge is +1. The energy relative to the best compared isomer or geometry (same formula, charge and spin) is 0.776 eV. Its highest occupied orbital energy is -10.6 eV. The total energy comes out at -130274.1764 eV. The calculation puts the HOMO-LUMO gap at 8.8 eV.